1.
{
  "formula": "C18H31Cl2CuN4O4",
  "method": "ωB97M-V/def2-TZVPD",
  "s2": 0.7525,
  "gap_ev": [6.62, 6.61],
  "multiplicity": 2,
  "total_charge": -1,
  "e_homo_ev": [-3.9, -3.9],
  "elements": ["O", "C", "C", "C", "H", "C", "H", "C", "H", "C", "H", "C", "H", "H", "C", "C", "H", "H", "H", "C", "C", "H", "H", "H", "H", "Cu", "Cl", "Cl", "H", "H", "C", "C", "N", "H", "C", "O", "H", "H", "H", "H", "H", "H", "C", "C", "N", "H", "C", "O", "H", "H", "H", "H", "N", "C", "N", "O", "H", "H", "H", "H"],
  "coordinates": [[-1.937, 0.427, -0.078], [-2.729, 0.163, -1.198], [-3.776, -0.902, -0.850], [-3.575, -1.793, 0.218], [-2.638, -1.720, 0.791], [-4.513, -2.799, 0.479], [-4.310, -3.485, 1.313], [-5.665, -2.900, -0.328], [-6.402, -3.684, -0.119], [-5.873, -1.998, -1.391], [-6.773, -2.064, -2.018], [-4.924, -0.997, -1.649], [-5.034, -0.284, -2.483], [-3.264, 1.103, -1.422], [-1.255, 1.079, -3.062], [-1.956, -0.141, -2.531], [-0.975, 0.950, -4.119], [-0.310, 1.267, -2.530], [-1.876, 1.995, -2.880], [-1.851, -1.412, -2.961], [-0.969, -1.874, -4.092], [-2.350, -2.228, -2.425], [-1.593, -2.344, -4.878], [-0.254, -2.658, -3.776], [-0.402, -1.040, -4.556], [0.003, -0.193, -0.004], [-0.271, -2.110, 0.989], [0.891, -0.930, -1.867], [-3.624, 0.010, 4.229], [-1.165, -0.812, 5.043], [-3.196, -0.231, 3.245], [-0.905, -0.876, 3.976], [-1.765, 0.035, 3.217], [-3.671, 0.379, 2.469], [-1.248, 1.015, 2.452], [-0.089, 1.015, 1.999], [0.138, -0.588, 3.814], [-1.957, 1.845, 2.238], [-3.375, -1.297, 3.048], [-1.080, -1.902, 3.627], [1.883, 4.956, -1.168], [-0.158, 6.038, 0.299], [1.035, 4.466, -1.669], [-0.806, 5.313, -0.214], [-0.036, 4.185, -0.718], [1.371, 3.527, -2.131], [-0.282, 2.918, -0.315], [0.467, 1.972, -0.619], [-1.553, 4.930, 0.487], [-1.212, 2.810, 0.275], [0.653, 5.174, -2.417], [-1.308, 5.828, -1.044], [3.567, -1.093, 1.777], [3.162, -0.637, 0.567], [4.086, -0.517, -0.408], [1.996, -0.278, 0.381], [4.538, -1.310, 1.977], [2.842, -1.202, 2.468], [3.724, -0.201, -1.294], [5.069, -0.717, -0.259]],
  "forces_ev_per_angstrom": [[1.049, -0.149, -0.480], [0.159, -0.178, 0.201], [-0.037, 0.004, -0.379], [-0.013, 0.083, -0.341], [-0.586, 0.018, -0.351], [-0.160, 0.411, -0.425], [-0.296, 0.166, -0.455], [0.133, 0.080, 0.101], [0.254, 0.311, -0.135], [0.268, 0.107, 0.223], [0.365, -0.080, 0.325], [-0.047, -0.400, 0.374], [-0.062, -0.462, 0.420], [-0.400, -0.028, -0.056], [0.138, 0.269, -0.145], [-0.657, -0.776, 1.248], [-0.318, 0.318, 0.226], [-0.380, -0.334, -0.139], [0.252, -0.664, -0.494], [0.351, 0.689, -0.177], [-0.196, -0.068, -0.718], [0.030, 0.478, -0.048], [0.133, 0.177, 0.137], [-0.309, 0.594, 0.079], [-0.268, -0.608, 0.367], [-1.557, 1.287, 0.192], [-0.241, -1.323, 0.994], [1.300, -0.772, -2.548], [0.009, -0.023, -0.108], [0.034, 0.095, -0.106], [0.278, 0.388, 0.250], [-0.396, -0.013, -0.472], [0.057, -0.130, 0.617], [-0.025, -0.295, 0.123], [1.180, -0.339, -1.035], [-1.373, 0.728, 1.562], [-0.284, -0.185, -0.028], [0.115, -0.456, -0.127], [0.041, 0.330, -0.148], [0.316, 0.230, 0.054], [-0.089, -0.196, -0.069], [-0.113, -0.182, -0.030], [-0.114, 0.122, 0.290], [0.138, -0.387, -0.302], [0.068, 0.373, -0.182], [-0.191, 0.355, 0.185], [1.173, -1.422, -0.348], [-1.204, 1.651, 0.601], [0.082, 0.180, -0.098], [0.417, -0.273, -0.129], [0.080, -0.264, -0.006], [0.005, -0.042, 0.184], [0.717, -0.364, 0.510], [-2.061, 1.000, -0.112], [0.829, -0.033, -0.152], [2.437, 0.147, 1.497], [-0.659, -0.026, -0.007], [0.185, -0.035, -0.097], [0.033, -0.142, -0.063], [-0.588, 0.058, -0.250]],
  "mulliken_spin": [0.12, 0.01, 0.00, -0.01, 0.00, 0.00, 0.00, 0.00, 0.00, 0.00, 0.00, 0.00, 0.00, 0.01, 0.00, -0.01, 0.00, 0.00, 0.00, 0.00, 0.00, 0.00, 0.00, 0.00, 0.00, 0.74, 0.09, 0.01, 0.00, 0.00, 0.00, 0.00, 0.00, 0.00, -0.01, 0.00, 0.00, 0.00, 0.00, 0.00, 0.00, 0.00, 0.00, 0.00, 0.00, 0.00, 0.00, 0.02, 0.00, 0.00, 0.00, 0.00, 0.00, 0.00, 0.00, 0.02, 0.00, 0.00, 0.00, 0.00]
}

2.
{
  "formula": "C18H31Cl2N2O4Sn",
  "method": "ωB97M-V/def2-TZVPD",
  "gap_ev": [3.74, 3.93],
  "multiplicity": 1,
  "total_charge": -1,
  "e_homo_ev": [-1.4, -1.6],
  "elements": ["O", "C", "C", "C", "H", "C", "H", "C", "H", "C", "H", "C", "H", "H", "C", "C", "H", "H", "H", "C", "C", "H", "H", "H", "H", "Sn", "Cl", "Cl", "C", "O", "N", "C", "C", "H", "H", "H", "H", "H", "H", "H", "H", "H", "C", "C", "N", "H", "C", "O", "H", "H", "H", "H", "C", "O", "H", "H", "H", "H"],
  "coordinates": [[0.495, 1.674, -1.122], [0.241, 1.603, -2.352], [1.056, 2.333, -3.299], [1.785, 3.479, -2.899], [1.728, 3.821, -1.874], [2.576, 4.175, -3.801], [3.128, 5.064, -3.512], [2.738, 3.746, -5.123], [3.380, 4.265, -5.848], [2.041, 2.596, -5.523], [2.139, 2.217, -6.545], [1.226, 1.895, -4.636], [0.687, 0.994, -4.917], [-0.461, 0.562, -2.855], [-2.453, 1.814, -2.420], [-1.624, 0.584, -2.481], [-3.446, 1.603, -1.976], [-2.665, 2.270, -3.387], [-1.834, 2.527, -1.840], [-1.868, -0.487, -1.690], [-3.203, -0.983, -1.216], [-0.991, -0.994, -1.239], [-4.013, -0.907, -1.966], [-3.499, -0.468, -0.289], [-3.095, -2.032, -0.930], [1.168, 0.974, 0.655], [0.535, 3.107, 1.589], [2.656, -0.270, -0.740], [-1.559, 0.842, 2.552], [-0.596, 0.287, 1.937], [-2.076, 0.401, 3.703], [-1.669, -0.852, 4.325], [-3.057, 1.190, 4.449], [-2.008, 1.763, 2.157], [-0.913, -1.313, 3.695], [-2.539, -1.516, 4.404], [-1.272, -0.655, 5.331], [-3.264, 2.109, 3.901], [-2.685, 1.454, 5.451], [-4.002, 0.642, 4.570], [-0.010, -5.350, 1.776], [2.390, -5.577, 1.053], [-0.222, -4.669, 0.938], [2.100, -5.009, 0.159], [1.028, -4.079, 0.490], [-0.880, -3.860, 1.260], [1.307, -2.769, 0.655], [0.487, -1.861, 0.903], [2.956, -4.424, -0.183], [2.382, -2.549, 0.525], [-0.686, -5.241, 0.117], [1.794, -5.714, -0.627], [2.239, 0.321, 3.484], [2.714, 0.575, 2.120], [3.122, 0.234, 4.155], [1.640, -0.615, 3.493], [1.671, 1.248, 3.738], [3.184, -0.179, 1.706]],
  "forces_ev_per_angstrom": [[-1.745, 1.559, -1.142], [4.218, 1.137, -0.877], [-0.464, -0.478, 0.023], [0.348, 0.521, -0.165], [-0.118, -0.058, 0.073], [0.188, -0.135, -0.194], [-0.115, -0.041, 0.314], [-0.249, -0.317, -0.383], [-0.295, -0.138, 0.493], [-0.335, -0.479, 0.023], [0.042, 0.143, 0.279], [-0.071, 0.543, -0.153], [0.185, 0.052, -0.269], [-0.707, 0.735, 0.215], [-0.546, 0.248, -0.661], [-1.745, -2.413, 0.150], [0.572, 0.212, 0.201], [0.183, 0.115, -0.178], [-0.830, -0.151, -0.039], [0.925, 0.131, -0.081], [-0.189, 0.321, 0.705], [-0.421, -0.306, -0.925], [0.435, 0.108, 0.356], [-0.283, -0.009, -0.121], [-0.099, -0.003, -0.144], [-1.755, -0.434, -0.397], [-0.539, 2.686, 1.162], [2.726, -1.711, -1.913], [2.359, -0.884, -1.765], [-4.325, 0.228, 2.716], [-0.568, 0.081, 1.003], [-0.052, 0.329, -0.192], [0.122, -0.123, -0.251], [0.066, -0.067, 0.108], [0.060, -0.023, 0.003], [0.137, 0.053, 0.050], [-0.028, -0.111, -0.219], [0.031, -0.021, 0.051], [0.016, -0.090, -0.282], [0.204, 0.002, -0.046], [-0.178, 0.096, -0.134], [0.031, -0.076, -0.160], [0.173, 0.139, -0.296], [-0.128, 0.295, 0.270], [-0.028, -0.625, 0.062], [0.027, -0.151, -0.077], [-1.150, 1.972, 0.246], [1.330, -2.631, -0.107], [-0.048, -0.208, -0.048], [-0.275, 0.111, -0.156], [0.038, 0.185, 0.307], [0.033, 0.273, 0.174], [0.759, 0.170, -0.443], [2.527, -0.765, 2.792], [-0.632, 0.001, -0.324], [0.148, 0.782, 0.147], [0.184, -0.961, -0.136], [-0.150, 0.182, 0.355]],
  "mulliken_charge": [-0.19, -0.63, 1.02, -0.48, 0.45, -0.44, 0.34, -0.52, 0.33, -0.43, 0.32, -0.52, 0.36, -0.03, -1.11, 0.28, 0.43, 0.29, 0.23, 0.08, -1.44, 0.19, 0.41, 0.19, 0.36, 0.53, -0.61, -0.60, -0.15, -0.30, 0.25, -0.85, -0.89, 0.29, 0.09, 0.34, 0.31, 0.28, 0.31, 0.32, 0.32, 0.33, -0.93, -0.93, 0.24, 0.21, 0.19, -0.37, 0.29, 0.06, 0.31, 0.29, -0.42, -0.31, 0.29, 0.15, 0.21, 0.30]
}

3.
{
  "formula": "C18H31Cl2N2O4Ti",
  "method": "ωB97M-V/def2-TZVPD",
  "s2": 2.0512,
  "e_above_lowest_kj_mol": 323.4,
  "gap_ev": [2.08, 5.45],
  "multiplicity": 3,
  "total_charge": -1,
  "e_homo_ev": [0.1, -3.3],
  "elements": ["O", "C", "C", "C", "H", "C", "H", "C", "H", "C", "H", "C", "H", "H", "C", "C", "H", "H", "H", "C", "C", "H", "H", "H", "H", "Ti", "Cl", "Cl", "C", "O", "N", "C", "C", "H", "H", "H", "H", "H", "H", "H", "H", "H", "C", "C", "N", "H", "C", "O", "H", "H", "H", "H", "C", "O", "H", "H", "H", "H"],
  "coordinates": [[2.233, 1.295, 0.006], [1.900, 1.700, -1.083], [1.349, 3.098, -1.313], [0.966, 3.879, -0.206], [0.688, 3.337, 0.720], [0.972, 5.270, -0.328], [0.649, 5.802, 0.554], [1.340, 5.886, -1.496], [1.355, 6.935, -1.534], [1.697, 5.109, -2.563], [1.981, 5.547, -3.479], [1.694, 3.721, -2.514], [2.000, 3.069, -3.353], [2.106, 1.201, -2.084], [0.267, -0.527, -2.732], [-0.272, 0.444, -1.712], [-0.087, -0.393, -3.762], [-0.089, -1.508, -2.291], [1.343, -0.582, -2.799], [-1.150, 1.449, -2.055], [-2.114, 1.329, -3.218], [-1.194, 2.446, -1.569], [-1.853, 2.082, -3.963], [-3.165, 1.488, -2.866], [-2.037, 0.347, -3.678], [-1.092, -0.402, -0.170], [-1.302, 1.672, 0.871], [-2.901, -1.077, -1.100], [-2.571, -1.025, 2.155], [-1.417, -1.251, 1.599], [-3.228, -1.866, 2.926], [-2.700, -3.180, 3.326], [-4.631, -1.651, 3.188], [-3.043, -0.066, 1.936], [-1.657, -3.236, 3.095], [-3.267, -3.971, 2.846], [-2.862, -3.272, 4.431], [-4.941, -0.672, 2.870], [-4.856, -1.757, 4.264], [-5.268, -2.392, 2.683], [1.621, -4.927, -0.045], [4.137, -3.920, 0.271], [1.590, -4.143, -0.808], [3.810, -3.131, -0.396], [2.361, -2.991, -0.381], [0.564, -3.866, -1.001], [1.780, -1.845, -0.016], [0.542, -1.598, -0.178], [4.279, -2.196, -0.089], [2.415, -1.081, 0.448], [2.055, -4.558, -1.714], [4.146, -3.391, -1.395], [0.873, -0.289, 3.584], [1.126, -0.087, 2.212], [0.647, -1.344, 3.764], [0.009, 0.303, 3.932], [1.734, -0.016, 4.194], [1.469, 0.802, 2.017]],
  "forces_ev_per_angstrom": [[1.061, -1.921, 3.221], [-2.019, 3.395, -4.015], [2.255, -2.598, 0.972], [-0.188, 0.288, 0.267], [0.312, 0.712, -0.673], [-0.704, -1.670, 1.385], [0.049, 0.497, 0.013], [-0.097, 0.079, 0.641], [0.064, 1.303, -0.253], [0.004, -1.646, -1.196], [0.344, 0.705, -0.990], [-0.390, 0.343, -0.227], [-0.045, 0.642, 0.368], [0.215, 0.077, 0.929], [-1.688, -1.472, 0.477], [1.275, 2.568, -2.246], [-0.169, -0.090, 0.126], [0.582, 0.360, -1.438], [0.493, 0.178, 0.359], [-0.067, -0.683, -0.407], [0.164, 0.336, 0.233], [-0.163, -1.201, 0.284], [-0.291, 0.169, -0.228], [0.766, -0.082, -0.315], [-0.217, -0.073, -0.078], [2.034, 2.705, 1.008], [-0.600, 0.352, 1.036], [-2.929, -1.467, -1.047], [3.457, 0.153, -2.425], [-3.524, -1.208, 3.757], [-0.175, -1.066, 0.464], [-0.902, 0.837, 0.988], [-0.445, -0.458, 0.751], [-0.152, -0.015, 0.066], [0.523, -0.030, -0.215], [0.027, -0.139, -0.226], [0.253, -0.002, -0.810], [0.015, 0.386, -0.162], [0.229, 0.125, -0.265], [0.316, 0.095, -0.131], [-0.031, 0.062, 0.057], [0.015, -0.223, 0.258], [0.516, -0.192, -0.277], [-0.293, 0.301, 0.227], [-0.015, -0.121, 0.000], [-0.131, 0.149, -0.047], [-2.646, 1.299, -0.153], [3.179, -1.906, 0.608], [-0.110, -0.055, -0.065], [-0.091, 0.035, -0.307], [-0.269, 0.114, 0.096], [0.031, 0.070, -0.225], [-0.224, 0.556, -0.187], [0.296, -0.359, 0.345], [0.042, 0.052, -0.228], [0.112, -0.102, -0.094], [0.152, -0.002, 0.185], [-0.210, -0.162, -0.194]],
  "mulliken_spin": [0.17, 0.38, -0.16, 0.17, 0.06, -0.09, -0.01, 0.19, 0.03, -0.07, 0.00, 0.11, 0.01, 0.02, 0.03, -0.16, 0.00, -0.02, 0.00, 0.07, -0.02, 0.01, 0.01, 0.01, 0.00, 1.16, 0.02, 0.00, 0.03, -0.02, 0.02, 0.00, 0.00, 0.01, 0.00, 0.00, 0.00, 0.00, 0.00, 0.00, 0.00, 0.00, 0.00, 0.00, 0.01, 0.00, 0.02, -0.01, 0.00, 0.01, 0.00, 0.00, 0.00, 0.01, 0.00, 0.00, 0.00, 0.00]
}